Density functional theory data (the ωB97M-V functional and the def2-TZVPD basis) for a cluster of 6 separate species, C48H85N4O14S3 in total in a non-equilibrium geometry.

Each line ends with the Mulliken charge.
CARTESIAN COORDINATES (ANGSTROEM)
C1 -1.108 6.503 -2.054  -0.8952
C2 -1.290 4.873 -1.853  0.6913
C3 0.081 3.994 -1.663  -0.6756
C4 -0.078 2.382 -1.412  -0.3697
C5 -1.540 1.573 -1.338  0.0368
C6 -1.448 -0.032 -1.027  -0.4846
C7 -2.046 -0.504 0.423  1.9782
C8 -1.216 -0.207 1.805  0.1448
C9 -0.453 1.246 1.861  0.1031
C10 -0.205 1.786 3.423  -0.4248
S1 -0.413 3.680 3.346  -0.2568
C11 -3.546 0.127 0.813  -0.9155
O1 -3.776 1.472 1.362  -0.3879
N1 -4.658 -0.684 0.647  0.9427
C12 -6.125 -0.446 0.930  -0.7987
O2 -6.598 -1.576 1.796  -0.1278
N2 -6.540 -1.193 3.109  0.2393
O3 -7.431 -1.790 3.697  -0.3451
C13 -4.144 -1.989 0.078  -1.3362
C14 -2.539 -2.096 0.521  0.8538
C15 -1.977 -3.168 -0.580  -1.1762
C16 -0.648 -4.014 -0.120  -0.7898
C17 0.674 -3.103 0.212  0.5253
C18 1.265 -3.580 1.680  -0.3620
N3 1.869 -2.408 2.460  -0.5492
C19 -2.480 -2.846 1.977  -0.8844
C20 -3.262 -4.283 2.056  -0.6041
C21 -2.938 -4.893 3.580  -0.5258
S2 -2.814 -6.761 3.626  -0.1446
C22 -1.884 -7.102 5.259  -0.1664
S3 -2.252 -8.620 6.001  -0.0828
N4 -0.917 -6.096 5.871  0.2161
C23 -1.490 -5.421 7.099  -0.4526
C24 -0.350 -4.377 7.721  -0.3082
O4 0.864 -5.062 8.194  -0.3541
C25 0.896 -6.481 7.779  -0.3634
C26 0.424 -6.715 6.201  -0.5176
C27 -2.900 2.455 -1.577  -0.2361
C28 -2.749 4.086 -1.827  -0.7855
H1 -0.591 6.891 -1.053  0.2637
H2 -2.182 6.964 -2.112  0.2686
H3 -0.392 6.797 -2.932  0.3126
H4 1.168 4.464 -1.671  0.3168
H5 0.911 1.755 -1.257  0.2189
H6 -2.118 -0.573 -1.854  0.4436
H7 -0.346 -0.442 -1.215  0.2000
H8 -0.365 -1.030 1.960  -0.7765
H9 -1.993 -0.200 2.711  0.4815
H10 0.538 1.282 1.235  -0.0971
H11 -1.217 2.037 1.396  0.0563
H12 0.859 1.504 3.831  0.3657
H13 -1.092 1.344 4.072  0.3153
H14 -1.341 4.024 2.340  0.1534
H15 -4.445 1.434 2.127  0.3430
H16 -6.343 0.533 1.537  0.4704
H17 -6.804 -0.486 -0.033  0.1457
H18 -4.802 -2.956 0.135  0.3703
H19 -4.071 -1.751 -1.088  0.4251
H20 -1.760 -2.732 -1.644  0.3656
H21 -2.844 -3.975 -0.732  0.4067
H22 -0.357 -4.701 -1.052  0.4598
H23 -0.835 -4.769 0.769  0.2289
H24 1.521 -3.397 -0.577  0.4068
H25 0.493 -1.951 0.117  -0.5574
H26 0.477 -4.094 2.374  0.0585
H27 2.105 -4.403 1.477  0.2979
H28 1.837 -1.536 1.883  0.0987
H29 1.223 -2.308 3.296  0.3398
H30 -1.381 -2.953 2.365  0.0263
H31 -3.033 -2.121 2.746  0.3230
H32 -4.432 -4.055 2.076  0.0900
H33 -2.975 -5.056 1.225  0.4982
H34 -1.852 -4.479 3.851  0.2049
H35 -3.657 -4.436 4.391  0.4192
H36 -1.878 -6.194 7.907  0.2931
H37 -2.440 -4.799 6.745  0.2348
H38 -0.019 -3.634 6.852  0.1301
H39 -0.786 -3.712 8.602  0.2922
H40 2.014 -6.847 7.975  0.2917
H41 0.234 -7.070 8.553  0.2387
H42 0.532 -7.844 5.882  0.3750
H43 1.233 -6.126 5.550  0.1791
H44 -3.933 1.883 -1.521  0.2737
H45 -3.744 4.727 -1.964  0.2154
O5 3.799 0.067 -0.151  -0.6477
C29 4.115 1.076 0.478  0.8289
O6 3.574 2.274 0.166  -0.1889
C30 3.730 3.470 0.950  -0.3453
C31 5.012 4.192 0.587  -1.1662
C32 5.175 1.013 1.538  -1.2363
H46 3.656 3.252 2.020  0.3606
H47 2.876 4.113 0.708  0.3332
H48 5.893 3.580 0.800  0.2931
H49 5.099 5.129 1.145  0.3958
H50 5.034 4.417 -0.484  0.3071
H51 6.159 1.086 1.068  0.3033
H52 5.092 0.051 2.055  0.3312
H53 5.076 1.779 2.305  0.4285
O7 1.641 11.045 -1.116  -0.5781
C33 0.507 11.033 -0.639  0.7160
O8 -0.474 10.314 -1.225  -0.3636
C34 -1.773 10.083 -0.650  -0.0437
C35 -2.715 11.229 -0.965  -1.0716
C36 0.169 11.892 0.544  -0.8810
H54 -1.700 9.880 0.422  0.3514
H55 -2.158 9.167 -1.111  0.0420
H56 -2.362 12.170 -0.535  0.2990
H57 -3.716 11.024 -0.574  0.3575
H58 -2.783 11.381 -2.047  0.3138
H59 -0.064 12.903 0.201  0.2477
H60 1.040 11.927 1.208  0.2992
H61 -0.654 11.509 1.145  0.3218
O9 9.130 -3.052 -2.840  -0.6212
C37 8.093 -2.546 -3.267  0.7617
O10 7.661 -1.361 -2.785  -0.3754
C38 6.574 -0.599 -3.342  -0.4724
C39 5.244 -1.070 -2.789  -0.6819
C40 7.241 -3.278 -4.261  -0.8623
H62 6.605 -0.610 -4.435  0.3073
H63 6.739 0.441 -3.040  0.2988
H64 5.043 -2.111 -3.054  0.2877
H65 4.426 -0.452 -3.172  0.3429
H66 5.244 -1.016 -1.695  0.1770
H67 6.593 -3.982 -3.731  0.2638
H68 7.898 -3.833 -4.940  0.2652
H69 6.638 -2.625 -4.890  0.3080
O11 7.695 -1.952 -7.667  -0.5862
C41 8.741 -2.471 -8.055  0.7259
O12 8.715 -3.445 -8.990  -0.3459
C42 9.880 -3.982 -9.644  -0.3865
C43 10.504 -5.087 -8.815  -0.9363
C44 10.054 -2.101 -7.429  -0.8949
H70 10.591 -3.189 -9.895  0.3454
H71 9.536 -4.400 -10.596  0.3004
H72 10.850 -4.717 -7.846  0.2718
H73 11.355 -5.529 -9.340  0.3511
H74 9.769 -5.872 -8.609  0.2929
H75 10.192 -2.680 -6.512  0.2237
H76 10.032 -1.034 -7.183  0.3098
H77 10.910 -2.244 -8.086  0.3335
O13 -8.001 1.971 0.044  -0.6138
C45 -9.001 1.277 -0.134  0.7179
O14 -9.710 1.379 -1.278  -0.3468
C46 -10.774 0.490 -1.663  -0.3350
C47 -12.092 0.929 -1.056  -0.9477
C48 -9.505 0.374 0.953  -0.4811
H78 -10.525 -0.549 -1.426  0.3127
H79 -10.847 0.548 -2.755  0.3141
H80 -12.061 0.901 0.037  0.2786
H81 -12.907 0.283 -1.395  0.3561
H82 -12.318 1.962 -1.339  0.3013
H83 -10.120 0.954 1.647  0.3532
H84 -8.644 -0.037 1.491  -0.1077
H85 -10.070 -0.482 0.588  0.3080

Cartesian forces, eV/Å:
C -0.3 -1.0 1.4
C 0.5 -3.6 0.3
C -4.1 -2.7 0.4
C -2.5 2.0 -0.3
C 1.0 4.3 -0.6
C -1.0 0.3 -1.2
C -1.3 -0.6 2.1
C 1.3 0.8 0.4
C -1.1 0.7 0.0
C -1.4 -0.9 -1.6
S 0.2 -0.2 0.1
C -3.1 1.9 0.8
O 0.2 -4.2 -0.3
N 3.1 1.0 0.5
C -0.7 0.0 0.8
O 0.7 1.5 -2.4
N -3.7 -2.0 2.4
O 3.4 2.0 -1.4
C 1.3 -0.1 -2.9
C -1.7 -1.8 -1.1
C 0.3 -1.1 0.0
C 0.5 -0.4 -1.1
C 0.5 -1.5 -0.1
C 0.7 0.0 -0.5
N -1.8 -0.6 0.2
C -0.5 0.9 0.6
C -0.7 0.3 1.4
C 1.6 1.9 -0.1
S 1.0 1.1 2.1
C -0.5 -1.2 1.4
S 1.0 3.2 -1.7
N -1.1 -1.6 0.0
C -0.9 1.0 0.5
C -0.5 0.3 -0.8
O -1.5 -1.0 -1.4
C 0.0 -0.7 0.6
C 2.5 0.3 0.0
C 4.3 1.2 0.3
C 2.6 -1.6 0.6
H -1.2 -0.8 -2.2
H 2.2 -0.7 -0.2
H -1.7 -0.8 1.5
H -2.7 -1.0 0.0
H -2.2 1.4 -0.4
H 1.4 1.1 1.8
H -2.4 1.0 0.8
H -2.2 1.6 -0.3
H 1.8 -0.3 -1.9
H -2.0 -0.2 1.2
H 1.9 -1.8 0.8
H -2.2 0.8 -0.7
H 2.1 0.9 -1.1
H 0.9 -1.2 0.9
H 1.1 -0.1 -1.7
H 0.7 -1.7 -1.6
H 1.8 0.0 1.9
H 1.2 2.2 0.6
H -0.3 -0.7 2.2
H -0.5 -0.5 2.1
H 1.8 1.8 0.3
H -0.8 1.4 2.0
H 0.2 1.7 -1.8
H -1.9 0.9 1.7
H 0.3 -2.2 0.4
H 1.2 0.9 -1.5
H -1.8 1.8 0.5
H 0.0 -1.1 0.8
H 1.3 0.4 -1.3
H -2.1 0.2 -0.9
H 1.2 -1.6 -1.4
H 2.5 -0.7 -0.4
H -0.6 1.6 1.6
H -2.3 -1.0 -0.4
H 1.2 -1.2 -1.7
H 0.9 1.5 -1.6
H 2.1 -1.2 0.8
H -0.8 -1.5 1.7
H 0.8 -1.6 -1.8
H -2.5 0.9 -0.8
H 1.1 0.9 -1.8
H -0.5 2.3 0.9
H -1.7 -1.2 1.4
H 2.2 1.7 -0.3
H 2.5 -1.6 0.3
O 0.0 2.0 0.9
C 0.0 -1.2 -0.8
O -0.6 -0.5 -0.2
C 0.3 0.3 0.1
C 0.2 -0.1 -0.1
C -0.1 -0.2 0.7
H 0.1 -0.1 -0.1
H 0.0 -0.4 -0.1
H -0.1 0.1 0.1
H 0.0 -0.1 -0.1
H -0.1 0.0 0.2
H -0.1 0.0 0.1
H 0.1 0.1 -0.3
H 0.1 0.1 -0.2
O -2.4 -0.4 0.7
C 1.9 0.4 -0.7
O 0.3 -0.5 -0.2
C -0.1 0.2 0.0
C 0.0 0.2 0.0
C 0.1 -0.2 0.7
H 0.1 0.1 -0.1
H 0.3 0.2 0.0
H -0.1 -0.1 0.1
H 0.1 0.0 0.0
H 0.0 -0.1 0.2
H 0.0 -0.1 0.0
H -0.1 0.1 -0.3
H -0.1 0.1 -0.1
O -1.8 1.3 -0.6
C 1.3 -1.0 0.7
O 0.6 0.1 0.1
C -0.3 -0.1 -0.1
C 0.0 -0.2 0.2
C 0.1 0.0 -0.7
H 0.0 -0.1 0.1
H 0.2 -0.3 0.1
H 0.0 0.1 -0.1
H 0.1 0.0 0.1
H 0.0 0.1 -0.2
H 0.1 0.1 0.0
H -0.1 0.0 0.3
H -0.1 0.0 0.1
O 1.6 -1.2 -0.9
C -1.3 0.6 0.7
O -0.5 0.4 -0.1
C 0.2 -0.2 0.1
C 0.0 -0.1 0.2
C 0.4 0.6 -0.2
H -0.1 0.0 0.2
H -0.2 0.2 0.3
H 0.1 0.0 -0.1
H -0.1 0.1 0.0
H 0.1 0.1 -0.1
H 0.0 0.1 -0.1
H -0.2 -0.3 0.1
H 0.0 -0.2 0.1
O -1.4 -1.1 -0.6
C 0.6 1.1 0.0
O 0.9 0.2 0.2
C -0.5 -0.1 0.0
C 0.0 0.1 0.2
C 0.2 -0.6 0.1
H 0.0 0.1 0.1
H 0.3 0.2 0.3
H 0.0 -0.1 -0.1
H 0.1 0.1 0.0
H 0.0 -0.2 -0.1
H 0.1 -0.1 -0.1
H -0.3 0.3 0.0
H -0.2 0.1 0.0

## Properties
Strongest force on any atom, eV/Å: 4.90
Total energy, eV: -118256.646
HOMO, eV: -10.48
Total charge: +1